The following is a quantum chemistry calculation of a cluster of 12 separate species, C11H40F5N21O17S3 in total at a distorted geometry, from OMol25.

## Properties
Relative energy (zero: lowest compared OMol25 entry of this formula, charge and spin)   0.0 kcal/mol
Frontier orbital gap   7.72 eV
Charge   -2

Last column: Mulliken charge in e.
Element x y z (Å)
C  -4.9591  0.5067  1.6951  0.5093
F  -3.7255  1.0350  1.7735  -0.2639
F  -5.0346  -0.1605  0.5408  -0.2325
F  -5.1332  -0.3204  2.7378  -0.2617
S  -6.1703  1.9412  1.7356  1.1119
O  -7.2879  1.4286  0.9635  -0.6848
O  -6.4424  2.1268  3.1568  -0.7063
O  -5.4147  3.0277  1.1355  -0.5572
N  -0.0681  -0.0702  -0.8110  -0.4518
S  -0.1218  0.0531  0.7370  1.0307
O  0.8813  0.7890  1.4517  -0.8391
O  -0.7073  -1.0595  1.4294  -0.2681
F  -1.3097  1.1444  0.7784  -0.1072
S  1.4795  -0.7916  -0.8794  0.9102
O  1.6268  -2.0960  -0.3058  -0.6030
O  2.5468  0.1396  -0.8771  -0.7816
F  1.2618  -1.2450  -2.3974  -0.2165
C  5.6836  1.6845  -0.8655  0.5323
O  5.0698  2.3041  -1.7229  -0.5847
N  5.1536  0.5925  -0.2635  -0.2540
N  7.0155  1.9024  -0.5673  -0.4255
H  4.1851  0.4028  -0.5216  0.5713
H  5.6084  0.0659  0.4571  0.2122
H  7.5925  2.4843  -1.1412  0.2379
H  7.4423  1.3324  0.1372  0.1343
C  0.8956  3.7641  -2.6087  0.4969
O  1.1935  3.4039  -3.7331  -0.6734
N  0.6817  2.9842  -1.5028  0.3624
N  0.9510  5.0949  -2.2446  -0.4289
H  0.3906  2.0406  -1.6786  -0.2639
H  0.8235  3.2897  -0.5636  0.3116
H  1.3611  5.7252  -2.9088  0.2271
H  0.5722  5.4321  -1.3813  0.1284
C  -2.9590  -2.6337  -1.5027  0.3243
O  -4.0576  -3.0931  -1.7693  -0.7207
N  -2.7737  -1.3311  -1.0769  -0.0128
N  -1.7847  -3.3469  -1.4859  -0.2072
H  -1.8452  -1.1027  -0.7662  -0.1258
H  -3.4857  -0.6939  -1.3847  0.2242
H  -1.7527  -4.3434  -1.5694  0.1947
H  -1.0153  -2.8631  -1.0583  0.1517
C  -1.5974  1.2256  -4.0477  0.5012
O  -1.8909  1.2922  -5.2341  -0.7338
N  -0.5364  0.5016  -3.5852  0.2032
N  -2.3125  1.8591  -3.0538  -0.1116
H  -0.4143  0.4328  -2.5796  -0.0312
H  0.2051  0.2846  -4.2260  0.1306
H  -1.9698  1.7630  -2.1169  0.0330
H  -3.2518  2.1268  -3.2805  0.2276
C  -0.6224  0.2488  5.0098  0.6285
O  0.4987  0.0976  5.5076  -0.7597
N  -1.7669  -0.1913  5.6235  -0.3812
N  -0.8298  1.0468  3.9343  -0.0437
H  -2.6783  -0.3444  5.2374  0.1720
H  -1.5352  -0.4369  6.5714  0.2126
H  -1.7930  1.0710  3.6426  -0.0189
H  -0.0968  1.5599  3.4867  0.1586
C  -3.0089  -4.0319  4.3580  0.5876
O  -2.0449  -4.0815  5.1069  -0.6269
N  -2.9735  -3.2192  3.2487  -0.2686
N  -4.2022  -4.7088  4.4257  -0.4249
H  -3.6008  -3.4190  2.4920  0.2110
H  -2.2586  -2.5187  3.1691  0.0858
H  -4.2933  -5.3743  5.1706  0.2323
H  -4.9698  -4.3247  3.9121  0.1963
C  3.5316  0.7044  -4.9727  0.5227
O  3.2158  1.2829  -6.0114  -0.7235
N  3.3468  1.3129  -3.7706  0.0752
N  3.8808  -0.6131  -4.8995  -0.2973
H  3.4764  0.8634  -2.8843  -0.0178
H  2.7063  2.1000  -3.7494  0.1099
H  4.2074  -1.0074  -4.0362  0.1493
H  4.1934  -1.0620  -5.7421  0.2092
C  2.5157  -5.0410  -3.6407  0.6156
O  3.6392  -5.3234  -4.0189  -0.6565
N  1.3857  -5.6765  -4.1382  -0.4144
N  2.2166  -4.1828  -2.6235  -0.1608
H  1.6560  -6.3553  -4.8297  0.2155
H  0.5378  -5.7796  -3.6181  0.1889
H  1.2949  -4.1783  -2.2341  0.0718
H  2.9982  -3.8275  -2.1024  0.1176
C  -1.9415  4.7923  0.9265  0.6235
O  -2.8634  4.3187  0.2986  -0.5109
N  -0.7867  4.0870  1.1764  -0.1403
N  -1.9775  6.0293  1.5360  -0.4378
H  -0.7698  3.1835  0.7351  -0.2275
H  -0.0283  4.4876  1.6930  0.1840
H  -1.0718  6.3764  1.7920  0.1344
H  -2.8029  6.5779  1.6614  0.2355
C  2.7241  -2.0786  3.5310  0.6274
O  3.5715  -2.8996  3.1852  -0.7144
N  1.3702  -2.2201  3.3642  -0.1468
N  3.0389  -0.9657  4.2521  -0.3860
H  1.0160  -2.8745  2.6971  0.1315
H  0.9107  -1.4844  3.8720  0.0140
H  2.3767  -0.2370  4.4747  0.2217
H  4.0075  -0.7130  4.1621  0.2060

=====

The following is a quantum chemistry calculation of the molecule C3H8N2 at a distorted geometry, from OMol25.

## Properties
Relative energy (zero: lowest compared OMol25 entry of this formula, charge and spin)   99.8 kcal/mol
Frontier orbital gap   9.04 eV
Structure (SMILES)   C[C@@H]1CNN1

Last column: Mulliken charge in e.
Element x y z (Å)
C  0.5204  1.2202  1.1116  -1.1072
C  -0.3059  0.2339  0.3455  0.1622
C  0.1103  -1.2526  -0.0968  -0.3196
N  -0.1050  -0.9843  -1.4734  -0.2475
N  -0.4663  0.4293  -1.3674  -0.5601
H  0.4018  0.8585  2.0991  0.3581
H  -0.0192  2.1933  1.1165  0.2806
H  1.5833  1.3342  0.8894  0.3152
H  -1.3133  0.2252  0.6742  0.2658
H  1.2160  -1.5674  0.2442  0.2012
H  -0.5884  -1.9680  0.3536  0.1783
H  0.5004  -1.1456  -2.1672  0.2201
H  -1.5340  0.4233  -1.7293  0.2528

=====

The following is a quantum chemistry calculation of the molecule C6H9N at a distorted geometry, from OMol25.

## Properties
Relative energy (zero: lowest compared OMol25 entry of this formula, charge and spin)   103.0 kcal/mol
Frontier orbital gap   10.24 eV
Structure (SMILES)   C=CC[C@@]1(C)C=N1

Last column: Mulliken charge in e.
Element x y z (Å)
C  -1.9194  -1.3941  -1.2485  -0.6896
C  -1.3065  -0.2426  -1.0172  -0.0393
C  0.2128  -0.1131  -1.0491  -0.7750
C  0.7113  0.6822  0.5311  1.0782
C  1.1690  -0.3584  1.5517  -1.3978
C  0.8452  2.1051  0.6086  -0.5484
N  -0.3070  1.8348  1.0581  -0.5547
H  -2.9677  -1.8035  -1.1873  0.2858
H  -1.2205  -2.3042  -1.1772  0.1556
H  -1.8058  0.6652  -0.8306  0.3487
H  0.8304  -1.0458  -1.2411  0.3495
H  0.4443  0.6522  -1.8068  0.3063
H  2.2789  -0.4043  1.5784  0.2550
H  0.7601  -1.2704  1.3324  0.3776
H  0.8089  0.0196  2.4140  0.4960
H  1.4659  2.9772  0.4835  0.3522

=====

The following is a quantum chemistry calculation of a structure of composition C28H35AsIN3O7SYb, from OMol25.

## Properties
Multiplicity   2
Relative energy (zero: lowest compared OMol25 entry of this formula, charge and spin)   8.5 kcal/mol
Frontier orbital gap (alpha / beta)   7.27 / 7.27 eV
Charge   +1

Last column: Mulliken spin population.
Element x y z (Å)
Yb  0.3884  -0.1386  -0.7581  1.0219
C  2.8503  -0.5207  3.4880  0.0000
N  1.3998  -0.6231  3.5954  0.0000
C  0.9032  -1.2385  4.8118  0.0000
C  0.6265  -0.3349  2.5514  -0.0006
O  1.0443  0.2530  1.5376  -0.0037
C  -0.8321  -0.7723  2.5486  -0.0005
O  -1.1123  -0.9755  1.1877  -0.0021
C  -2.3865  -1.4905  0.8885  -0.0009
C  -2.2920  -1.9835  -0.5558  0.0009
O  -1.2360  -1.7849  -1.1698  -0.0002
N  -3.3331  -2.6098  -1.0996  -0.0001
C  -3.2477  -3.1139  -2.4607  0.0000
C  -4.5645  -2.9001  -0.3899  0.0000
H  3.2830  -1.5058  3.6684  0.0000
H  3.2355  0.1783  4.2310  0.0000
H  3.1104  -0.1960  2.4862  0.0000
H  1.0399  -2.3208  4.7874  0.0000
H  -0.1449  -1.0004  4.9734  0.0000
H  1.4629  -0.8335  5.6549  0.0000
H  -1.4625  0.0217  2.9799  0.0000
H  -0.9933  -1.6994  3.1118  -0.0001
H  -3.1491  -0.7067  0.9812  0.0000
H  -2.6385  -2.3187  1.5616  0.0000
H  -2.2578  -2.9080  -2.8559  0.0000
H  -4.0024  -2.6269  -3.0791  0.0000
H  -3.4269  -4.1898  -2.4618  0.0000
H  -4.6852  -2.2576  0.4784  0.0000
H  -4.5951  -3.9452  -0.0731  0.0000
H  -5.4077  -2.7126  -1.0557  0.0000
O  -0.6545  0.2991  -2.7670  -0.0003
C  -1.2204  1.3125  -3.1899  -0.0011
C  -1.8485  2.3175  -2.3869  0.0003
C  -2.4640  3.3863  -3.0580  0.0005
C  -3.1930  4.2985  -2.3429  -0.0001
C  -3.3780  4.1632  -0.9612  0.0003
C  -2.7934  3.1224  -0.2957  -0.0004
C  -1.9674  2.1738  -0.9679  0.0004
O  -1.3975  1.2287  -0.3103  -0.0025
N  -3.8250  5.4195  -3.0397  0.0000
O  -4.4434  6.2192  -2.3641  0.0000
O  -3.7356  5.4452  -4.2511  0.0000
H  -1.3004  1.4343  -4.2807  -0.0001
H  -2.3728  3.4896  -4.1294  0.0000
H  -3.9909  4.8874  -0.4454  0.0000
H  -2.9492  2.9939  0.7649  0.0000
I  2.5388  -0.2496  -3.1021  -0.0006
C  3.1612  -2.1798  -2.6206  -0.0006
C  4.0102  -2.8004  -3.4934  0.0004
C  4.5048  -4.0836  -3.1873  -0.0002
C  4.1384  -4.6818  -2.0217  0.0001
C  3.2565  -4.0424  -1.1173  -0.0002
C  2.9042  -4.6947  0.0864  0.0012
C  2.0594  -4.0880  0.9613  -0.0007
C  1.5333  -2.8142  0.6532  -0.0005
C  1.8125  -2.0963  -0.4961  -0.0087
C  2.7222  -2.7541  -1.3973  -0.0020
H  4.3185  -2.3129  -4.4070  0.0000
H  5.1767  -4.5745  -3.8773  0.0000
H  4.5197  -5.6607  -1.7637  0.0000
H  3.3178  -5.6725  0.2893  0.0000
H  1.7809  -4.5840  1.8829  0.0000
H  0.8241  -2.4221  1.3817  0.0007
C  2.7924  3.0802  2.1494  0.0000
As  1.5430  3.5535  0.7622  -0.0001
C  -0.1942  3.5901  1.5879  -0.0002
C  1.9397  5.3641  0.2593  0.0000
S  1.7347  2.3207  -0.9440  -0.0004
H  3.0722  3.9782  2.7015  0.0000
H  3.6718  2.6322  1.6915  0.0000
H  2.3212  2.3665  2.8134  0.0000
H  -0.0796  3.9035  2.6258  0.0000
H  -0.6322  2.5958  1.5151  0.0001
H  -0.8250  4.2995  1.0560  0.0000
H  1.8460  6.0199  1.1258  0.0000
H  1.2345  5.6620  -0.5155  0.0000
H  2.9536  5.4091  -0.1378  0.0000